Record 1
The following is a DFT calculation (the ωB97M-V functional and the def2-TZVPD basis) of a molecular structure, C17H20HfO2.

CARTESIAN COORDINATES (ANGSTROEM)
C1 1.71600 0.30310 0.28547
C2 0.85960 2.12130 -0.96123
H1 1.49520 4.07710 -1.47193
C3 0.28630 0.63800 2.37987
C4 -0.83140 3.08850 0.67877
H2 -4.37930 -2.17140 0.21487
H3 -1.60980 -5.20750 1.43137
H4 3.00560 1.34400 -2.77363
H5 0.29000 -0.43690 2.55227
C5 0.90200 3.27460 -1.92253
H6 -0.68190 1.05620 2.64267
H7 -1.57500 3.24980 -0.09993
H8 3.71520 0.08280 -1.74163
H9 -1.34580 2.77650 1.58057
H10 -0.17010 -1.79250 -0.72603
C6 1.89760 0.94650 -0.94173
H11 1.99540 -1.66230 1.11797
C7 -0.78370 -3.56140 0.35227
H12 3.00350 -0.40950 1.81217
Hf1 -0.11200 0.15370 -2.38313
O1 -1.60380 0.28510 -1.09993
C8 3.16530 1.02140 -1.74223
H13 3.81110 1.76710 -1.26863
C9 -3.11890 -3.78000 0.90067
C10 -1.82330 -4.26990 0.94607
H14 1.02350 1.06030 3.07247
C11 0.66360 0.96260 1.00367
C12 -2.66460 -0.57620 -1.00343
H15 1.36560 3.01690 -2.88293
H16 -0.09640 3.69560 -2.08873
H17 0.21460 -3.97170 0.36737
H18 -0.34040 4.04020 0.87807
C13 2.56990 -0.76900 0.87987
C14 -2.34050 -1.84540 -0.30873
H19 -3.92500 -4.34130 1.34697
O2 -3.71920 -0.27930 -1.48583
C15 0.17730 2.08230 0.23947
C16 -3.38010 -2.57500 0.26927
H20 3.38040 -1.04410 0.21317
C17 -1.03640 -2.35030 -0.26303

Output
- Lowest unoccupied orbital energy (alpha / beta): -9.98 / -9.98 eV
- Gap between HOMO and LUMO (alpha / beta): 5.28 / 5.28 eV
- Total charge: +2


Record 2
The following is a DFT calculation (the ωB97M-V functional and the def2-TZVPD basis) of a molecular structure, C17H20I2N3O5SeV.

CARTESIAN COORDINATES (ANGSTROEM)
C1 1.91030 2.10547 3.35369
C2 1.44273 0.24155 1.27037
H1 1.76858 1.63095 -2.55549
C3 -1.83777 -2.22147 -2.25795
H2 -1.09930 -0.82338 1.76784
C4 1.93815 3.91827 -0.08494
H3 -3.71216 -3.32364 -2.54505
H4 -1.65808 0.56484 2.69489
O1 0.58901 -2.82436 2.53755
H5 -0.19031 1.91497 3.77129
N1 -0.92979 -1.98019 -1.18941
C5 0.68782 3.66477 0.45317
H6 3.95725 2.09747 2.69546
O2 2.07519 -3.48149 0.52737
C6 -1.03638 0.26701 1.84054
C7 1.47946 2.23760 -1.70347
C8 -0.10319 2.66964 -0.11821
H7 -1.55005 -0.25272 -3.10710
H8 -1.22058 0.32114 -0.18044
H9 -2.61829 -3.99304 -1.30228
C9 0.38265 0.69826 2.12374
H10 -2.24494 2.69870 -0.11537
O3 1.45193 -5.47375 2.39613
H11 -0.31590 -2.35582 -3.79160
H12 3.33863 3.29993 -1.61203
N2 0.27514 1.99381 -1.19960
H13 -3.54041 -2.53001 -0.96111
H14 -3.05975 -1.02803 -3.64331
C10 2.35267 3.17810 -1.18421
H15 0.35227 4.16982 1.35057
C11 -2.38020 -0.88511 -2.79388
C12 2.71846 0.79041 1.54252
I1 2.23177 3.52392 4.86232
H16 -1.81455 -3.22041 -4.20658
H17 -1.51035 2.71164 1.47725
C13 -3.00713 -3.07378 -1.74269
H18 2.59558 4.64878 0.37188
I2 4.29589 0.19237 0.31659
C14 0.63426 1.59436 3.14260
H19 -2.91708 -0.36308 -2.00029
Se1 1.01029 -4.12841 1.62891
C15 -1.43633 2.25909 0.48295
O4 -0.31065 -4.25833 0.60931
C16 -1.12492 -2.96976 -3.39136
O5 1.25121 -0.55285 0.29246
C17 2.96018 1.70482 2.54806
N3 -1.61772 0.82251 0.61565
H20 -0.68677 -3.88992 -3.00100
V1 0.22320 -2.29067 0.01421

Output
- ΔE to the lowest compared entry with this formula, charge and spin: 28.6 kcal/mol
- Lowest unoccupied orbital energy (alpha / beta): 3.60 / 3.60 eV
- Gap between HOMO and LUMO (alpha / beta): 4.69 / 5.66 eV
- Total charge: -2
- Multiplicity: 3


Strongest force on any atom in eV/Å, matching the order above: 5.1; 0.5